# 1
Here is 2 unconnected molecules or ions with the total composition C3H4N2O in a non-equilibrium geometry from the OMol25 dataset. Energies are from ωB97M-V/def2-TZVPD.

The HOMO-LUMO gap (alpha / beta) comes out at 0.2639 / 0.2754 Eh. Its expectation value of S² is 2.01. Its spin multiplicity is 3. Its net charge is 0. As for the LUMO energy (alpha / beta): 0.0325 / -0.1126 Eh. The HOMO energy (alpha / beta) is -0.231 / -0.388 Eh. As for the energy: -301.2124 hartree.

Geometry (Å):
C -3.5807 -0.9280 -0.6986
C -0.0091 -0.9150 0.1260
C 0.7379 0.3117 0.0689
N -3.3015 0.1156 -0.1520
N -0.4984 0.5095 -0.0927
O -3.6886 -1.9514 -1.1597
H -0.1232 -1.5740 -0.7909
H -0.2330 -1.3737 1.1584
H 1.6562 0.7608 0.1879
H -2.7938 0.8766 -0.5158

# 2
Here is a single C3H4N2O2 molecule in a non-equilibrium geometry from the OMol25 dataset. Energies are from ωB97M-V/def2-TZVPD.

The HOMO-LUMO gap comes out at 0.3333 Eh. Its net charge is 0. As for the LUMO energy: 0.0295 Eh. The HOMO energy is -0.304 Eh. As for the energy: -376.6673 hartree.

Geometry (Å):
N 2.1710 -0.4624 0.0487
C 0.8476 -0.0423 -0.0720
N -0.1646 -0.8704 -0.2841
C -1.2679 0.0225 -0.0685
O -2.5124 -0.5517 0.1837
C -0.9465 1.2856 -0.0807
O 0.4418 1.3076 -0.0030
H 2.3317 -1.5299 0.1841
H 2.8090 0.1604 0.4199
H -2.3171 -1.5337 -0.1964
H -1.3926 2.2143 -0.1318

# 3
Here is a single C3H4N2O2 molecule in a non-equilibrium geometry from the OMol25 dataset. Energies are from ωB97M-V/def2-TZVPD.

The HOMO-LUMO gap comes out at 0.4078 Eh. Its net charge is 0. As for the LUMO energy: 0.0169 Eh. The HOMO energy is -0.391 Eh. As for the energy: -376.5587 hartree.

Geometry (Å):
O 1.0680 -1.7743 -1.5737
C 0.1140 -0.8901 -0.4195
N 0.8909 -0.4796 0.6688
C 0.3757 0.6118 1.0541
C -0.7877 1.0649 0.2082
N -0.8452 0.0572 -0.8503
O -1.1591 -1.2381 -0.2851
H 1.9587 -1.6015 -1.2593
H 0.7360 1.1332 1.9249
H -1.7151 1.0774 0.7878
H -0.6362 2.0394 -0.2559

# 4
Here is a single C3H4N2O2 molecule in a non-equilibrium geometry from the OMol25 dataset. Energies are from ωB97M-V/def2-TZVPD.

The HOMO-LUMO gap comes out at 0.3734 Eh. Its net charge is 0. As for the LUMO energy: 0.0135 Eh. The HOMO energy is -0.360 Eh. As for the energy: -376.5062 hartree.

Geometry (Å):
O -2.5295 -2.4376 -1.0726
N -1.6850 -1.5924 -1.0112
C -0.9479 -0.6885 -1.0866
C 0.0902 0.1579 -0.6261
C 0.5699 -0.4916 0.6674
N -0.1605 -0.8525 1.6593
O -1.5055 -0.5740 1.7446
H 1.0560 0.3089 -1.1491
H -0.1569 1.2347 -0.5027
H 1.6015 -0.5014 0.8161
H -1.8741 0.0869 0.9958

# 5
Here is a single C3H4N2O2 molecule from the OMol25 dataset. Energies are from ωB97M-V/def2-TZVPD.

The HOMO-LUMO gap comes out at 0.4186 Eh. Its net charge is 0. As for the LUMO energy: 0.0282 Eh. The HOMO energy is -0.390 Eh. As for the energy: -376.6254 hartree.

Geometry (Å):
C -1.6255 -0.3781 0.1606
N -0.3339 0.1814 0.5530
C 0.1714 1.2821 -0.0696
O 0.1934 2.4646 -0.1686
N 0.7214 0.0805 -0.5319
C 1.9740 -0.4230 -0.0850
O 2.1333 -1.0488 0.9227
H -1.7866 -0.3100 -0.9217
H -1.6583 -1.4225 0.4749
H -2.4018 0.1811 0.6887
H 2.7617 -0.2107 -0.8260

# 6
Here is a single C3H4N2O2 molecule in a non-equilibrium geometry from the OMol25 dataset. Energies are from ωB97M-V/def2-TZVPD.

The HOMO-LUMO gap comes out at 0.3841 Eh. Its net charge is 0. As for the LUMO energy: 0.0095 Eh. The HOMO energy is -0.375 Eh. As for the energy: -376.5869 hartree.

Geometry (Å):
C 0.6377 -1.4166 0.2475
O 0.3195 -0.5263 -0.8260
C -0.4425 0.5742 -0.5967
C -0.6482 1.1186 -1.9101
N -0.7444 1.5932 -2.9955
N -0.6476 1.3357 0.4412
O -0.0637 0.8926 1.6849
H 1.3514 -0.9746 0.9528
H 1.1004 -2.3262 -0.0323
H -0.2617 -1.7835 0.8281
H -0.6008 1.5129 2.2060